*1*
DFT (ωB97M-V/def2-TZVPD) results for 3 unconnected molecules or ions with the total composition C2H9NO4.

```
16
Properties=species:S:1:pos:R:3:mulliken_charge:R:1
O -2.3199 0.1005 -0.9288 -0.675
C -1.1655 0.5557 -1.2606 0.008
N -0.1611 1.0448 -0.4407 -0.073
C -0.0835 0.7611 1.0154 -0.432
O 0.7795 -0.3183 1.1561 -0.461
H -1.1634 0.9790 -2.2547 0.393
H 0.7931 1.2156 -0.7616 0.273
H -1.0538 0.6095 1.4524 0.351
H 0.3987 1.6977 1.5137 0.241
H 0.3300 -1.1388 1.1878 0.344
H 2.7881 -0.3614 -1.0705 0.299
H 3.8011 0.5178 -0.4226 0.292
O 2.8522 0.4800 -0.6285 -0.602
H -1.9133 -1.3979 0.0250 0.378
H -2.3145 -2.6608 0.8072 0.304
O -1.5678 -2.0846 0.6105 -0.640
```

Total charge: 0
HOMO: -0.36622 Eh
Kohn-Sham gap: 10.6 eV

*2*
DFT (ωB97M-V/def2-TZVPD) results for 3 unconnected molecules or ions with the total composition C2H9NO4.

```
16
Properties=species:S:1:pos:R:3:mulliken_charge:R:1
O 0.1316 -0.7077 -0.6382 -0.492
C 0.0232 -0.3096 0.4804 0.579
O -1.1300 -0.5695 1.1772 -0.459
C 1.0415 0.5821 1.1767 -0.432
N 2.0643 -0.0543 2.0180 -0.518
H -1.0008 -1.1913 1.8846 0.320
H 1.6250 1.1471 0.4590 0.303
H 0.4974 1.3204 1.7658 0.243
H 1.6664 -0.7643 2.6309 0.224
H 2.8251 -0.3764 1.4446 0.234
H -0.1690 3.5890 -1.5664 0.288
H 0.5694 2.3339 -1.8901 0.307
O 0.2232 2.8015 -1.1406 -0.599
H -3.1244 -3.2314 -2.9299 0.311
H -2.3026 -1.9732 -2.6445 0.320
O -2.9404 -2.5963 -2.2276 -0.629
```

Total charge: 0
HOMO: -0.34743 Eh
Kohn-Sham gap: 10.0 eV

In order of decreasing stability: *1*, *2*.

*1*
DFT (ωB97M-V/def2-TZVPD) results for 2 unconnected molecules or ions with the total composition C2H8NS.

```
12
Properties=species:S:1:pos:R:3:mulliken_charge:R:1
S -0.7021 0.9400 -2.8854 -0.939
H -0.0402 2.1838 -2.8509 -0.041
C -0.3896 -1.3285 0.9324 -3.470
N 0.2669 -0.6262 -0.1496 0.398
C 0.7124 0.7014 0.4863 -1.833
H 0.1953 -2.0646 1.5964 0.792
H -0.9506 -0.6103 1.5338 0.551
H -1.2747 -1.9915 0.5745 0.904
H -0.2736 -0.2982 -0.8937 0.067
H 1.2092 1.2757 -0.3152 0.300
H 1.3873 0.5038 1.2869 0.843
H -0.1405 1.3147 0.6846 0.428
```

Total charge: -2
HOMO (alpha / beta): 0.15824 / -0.00743 Eh
2S+1: 2
Kohn-Sham gap (alpha / beta): 2.5 / 7.1 eV

*2*
DFT (ωB97M-V/def2-TZVPD) results for 2 unconnected molecules or ions with the total composition C2H8NS.

```
12
Properties=species:S:1:pos:R:3:mulliken_charge:R:1
S -1.1715 -1.8557 0.8619 -0.988
H -1.1535 -1.8663 -0.4803 0.013
C 0.2463 1.3626 -1.7280 -3.170
C 1.2437 1.1307 -0.5874 -1.066
N 0.6937 1.1459 0.7659 -0.489
H 0.4866 2.2497 -2.3167 1.491
H -0.7959 1.4248 -1.3831 0.344
H 0.1754 0.4581 -2.3410 0.321
H 1.9732 1.9480 -0.6488 0.885
H 1.7908 0.1986 -0.7729 0.230
H 1.2685 0.6477 1.4319 0.279
H -0.2423 0.7796 0.9017 0.150
```

Total charge: -2
HOMO (alpha / beta): 0.16203 / -0.00076 Eh
2S+1: 2
Kohn-Sham gap (alpha / beta): 2.5 / 7.0 eV

In order of decreasing stability: *2*, *1*.

*1*
DFT (ωB97M-V/def2-TZVPD) results for a single C6H10O5S molecule.

```
22
Properties=species:S:1:pos:R:3:mulliken_charge:R:1
C 0.3154 0.4872 -0.3901 0.340
C -0.3504 1.0164 0.9499 0.352
C 0.6300 -0.9348 -0.3236 0.777
C -1.0697 2.3181 1.0063 -0.972
C -0.0462 0.3535 2.2037 -0.493
C 1.1120 -2.6409 -2.0184 -0.229
O 0.8626 -1.6164 0.6682 -0.643
O -1.9932 2.4335 -0.0785 -0.515
O -0.6623 0.8719 3.3393 -0.526
O -0.0642 -3.1974 -2.5750 -0.483
O 0.9806 -1.3206 -1.5989 -0.301
S 0.2314 1.5029 -1.8192 -0.156
H -1.5722 2.5358 1.9308 0.371
H -0.4318 3.2497 0.9091 0.289
H -0.3166 -0.7407 1.9423 0.293
H 1.0807 0.3481 2.4730 0.208
H 1.3348 -3.3389 -1.1538 0.261
H 1.9219 -2.6430 -2.8340 0.248
H -2.2976 1.5171 -0.2439 0.392
H -0.3759 1.7788 3.3023 0.340
H -0.3308 -2.6735 -3.2658 0.295
H 1.0414 0.6931 -2.4235 0.153
```

Total charge: 0
HOMO (alpha / beta): -0.30669 / -0.30670 Eh
Kohn-Sham gap (alpha / beta): 7.6 / 7.6 eV

*2*
DFT (ωB97M-V/def2-TZVPD) results for a single C6H10O5S molecule.

```
22
Properties=species:S:1:pos:R:3:mulliken_charge:R:1
C -0.0377 -0.2020 1.0714 0.694
C 0.0603 1.0451 -1.0816 0.439
C -1.9425 -1.4307 0.9811 -0.802
C -1.2047 0.6145 -3.0913 -0.800
C 2.6596 1.0971 1.5638 -0.720
C 0.8410 0.5008 0.1046 0.649
O 0.1598 -0.6412 2.1659 -0.630
O -0.2255 2.2013 -1.1339 -0.588
O -1.1406 -0.4474 0.4025 -0.234
O -0.3812 0.1920 -2.0328 -0.262
O 1.7681 1.3932 0.5063 -0.387
S 1.7161 -1.2345 -0.7404 -0.177
H -2.4433 -1.9319 0.1904 0.278
H -2.7760 -0.9070 1.6759 0.238
H -1.2553 -1.9419 1.6691 0.360
H -0.8657 1.5908 -3.2281 0.388
H -2.2071 0.7048 -2.6888 0.289
H -1.0467 -0.1873 -3.7888 0.241
H 3.3603 0.4414 1.1571 0.275
H 2.1071 0.4601 2.3399 0.289
H 2.8303 1.9821 1.9898 0.331
H 2.8837 -0.9502 -0.0146 0.128
```

Total charge: 0
HOMO: -0.34631 Eh
Kohn-Sham gap: 9.6 eV

In order of decreasing stability: *2*, *1*.

*1*
DFT (ωB97M-V/def2-TZVPD) results for 2 unconnected molecules or ions with the total composition C3H13N2O.

```
19
Properties=species:S:1:pos:R:3:mulliken_charge:R:1
N 0.7488 0.4900 -1.0620 -0.276
C 0.4083 -0.9368 -1.4181 -0.617
C -0.9732 -1.1860 -0.7885 -0.468
N -1.0170 -0.4248 0.4450 -0.474
C -0.3050 -1.0456 1.6019 -0.923
H 0.1686 0.5567 -0.1716 0.388
H 0.2915 1.1627 -1.6867 0.347
H 1.6805 0.8589 -0.8694 0.339
H 1.1393 -1.5944 -0.9584 0.334
H 0.4248 -1.0500 -2.4953 0.374
H -1.1201 -2.2481 -0.5913 0.306
H -1.7770 -0.9086 -1.4684 0.416
H -1.9469 -0.2928 0.8061 0.257
H 0.7700 -1.0236 1.3823 0.298
H -0.4286 -0.4030 2.4649 0.357
H -0.5616 -2.0962 1.7303 0.332
H 0.7930 3.0748 1.7571 0.316
H 0.7822 3.9916 0.5156 0.321
O 0.9223 3.0751 0.8063 -0.626
```

Total charge: +1
HOMO: -0.51986 Eh
Kohn-Sham gap: 11.2 eV

*2*
DFT (ωB97M-V/def2-TZVPD) results for 2 unconnected molecules or ions with the total composition C3H13N2O.

```
19
Properties=species:S:1:pos:R:3:mulliken_charge:R:1
C 1.3824 -1.3472 0.4769 -0.682
C 1.7886 0.1985 -0.0199 -0.438
C 0.5348 0.6983 -0.7173 -0.605
N -0.7864 0.3623 0.2836 -0.389
N 0.0699 -1.8886 0.9302 -0.612
H 1.4437 -1.8326 -0.5201 0.293
H 1.9690 -1.9367 1.2132 0.400
H 2.7553 0.0322 -0.5709 0.314
H 2.0858 0.7056 0.9673 0.280
H 0.2331 -0.0712 -1.5287 0.341
H 0.4894 1.6627 -1.0660 0.425
H -0.8736 -0.6798 0.4495 0.494
H -0.6674 1.1030 1.0045 0.343
H -1.6601 0.7354 -0.2288 0.362
H -0.0213 -2.8414 0.5514 0.262
H 0.1658 -2.0798 1.8946 0.256
H -2.8030 2.0501 -1.7126 0.329
H -3.3999 2.9208 -0.6607 0.325
O -2.7060 2.2086 -0.7463 -0.697
```

Total charge: +1
HOMO: -0.51569 Eh
Kohn-Sham gap: 11.2 eV

In order of decreasing stability: *1*, *2*.

*1*
DFT (ωB97M-V/def2-TZVPD) results for 2 unconnected molecules or ions with the total composition C3H13N2O.

```
19
Properties=species:S:1:pos:R:3:mulliken_charge:R:1
C 0.0385 0.8054 1.0298 -0.494
C 0.5163 -0.5375 1.5072 -0.733
C -0.2962 -1.6609 0.8802 -0.591
N 0.1633 -1.8103 -0.5213 -0.529
N 0.7542 1.2433 -0.2637 -0.182
H -1.0252 0.8672 0.8100 0.307
H 0.1508 1.5814 1.7954 0.371
H 1.5426 -0.7574 1.2594 0.369
H 0.3901 -0.5775 2.5845 0.349
H -1.3635 -1.4113 0.8373 0.408
H -0.2647 -2.5986 1.4409 0.348
H 1.0272 -2.3305 -0.5211 0.213
H -0.5461 -2.2425 -1.0877 0.220
H 0.0620 1.5599 -0.9562 0.254
H 1.2767 0.4000 -0.5123 0.349
H 1.3793 2.0323 -0.1238 0.378
H -0.8300 2.0591 -3.3193 0.344
H -1.8256 1.3414 -2.4374 0.340
O -1.1498 2.0366 -2.4018 -0.722
```

Total charge: +1
HOMO: -0.49882 Eh
Kohn-Sham gap: 10.6 eV

*2*
DFT (ωB97M-V/def2-TZVPD) results for 3 unconnected molecules or ions with the total composition C3H13N2O.

```
19
Properties=species:S:1:pos:R:3:mulliken_charge:R:1
C -0.6392 -0.4494 1.7576 -0.470
C 0.4027 0.4313 1.0873 -0.781
C -0.2103 1.6221 0.3119 -0.278
N 0.7671 1.7326 -0.8282 -0.322
N -1.3177 -1.1797 0.6108 -0.145
H -1.4698 0.0236 2.3746 0.342
H -0.2160 -1.1836 2.4670 0.375
H 0.7454 -0.3699 0.3848 0.341
H 1.2891 0.6457 1.6755 0.457
H -1.0689 1.0963 -0.1570 0.396
H -0.3572 2.5711 0.8017 0.404
H 0.6994 0.8323 -1.2251 0.309
H 0.4339 2.4886 -1.4525 0.320
H -1.9800 -1.8630 0.9564 0.288
H 4.3238 -4.9510 -3.7193 0.012
H -0.7316 -1.1978 -0.1699 0.147
H 0.3339 -1.2699 -2.4029 0.264
H 4.0715 -4.5035 -4.2412 -0.012
O 0.0577 -0.7267 -1.5888 -0.646
```

Total charge: +1
HOMO: -0.53731 Eh
Kohn-Sham gap: 5.0 eV

*3*
DFT (ωB97M-V/def2-TZVPD) results for a molecular structure, C3H13N2O.

```
19
Properties=species:S:1:pos:R:3:mulliken_charge:R:1
C -2.7337 -0.5473 0.2901 -0.874
N -1.6936 0.5028 0.2701 -0.538
H -2.4564 -1.3108 1.0088 0.312
H -3.7107 -0.1487 0.5471 0.358
H -2.7884 -1.0206 -0.6850 0.333
H -0.4944 -0.0131 0.0442 0.484
H -1.6830 1.0008 1.1580 0.321
H -1.8956 1.2051 -0.4377 0.314
C 0.9441 -1.5815 0.8070 -0.910
N 0.6608 -0.5098 -0.1697 -0.216
C 1.6510 0.5937 -0.1056 -0.498
O 1.3248 1.5425 -1.0690 -0.515
H 1.8148 -2.1621 0.5185 0.371
H 0.0878 -2.2412 0.8926 0.312
H 1.1278 -1.1414 1.7849 0.357
H 0.6877 -0.9030 -1.1039 0.295
H 1.5592 1.0454 0.8800 0.328
H 2.6609 0.2073 -0.2163 0.423
H 1.9503 1.5106 -1.7997 0.342
```

Total charge: +1
HOMO: -0.54130 Eh
Kohn-Sham gap: 11.9 eV

*4*
DFT (ωB97M-V/def2-TZVPD) results for 2 unconnected molecules or ions with the total composition C3H13N2O.

```
19
Properties=species:S:1:pos:R:3:mulliken_charge:R:1
N 0.4147 0.2492 -2.3256 -0.419
C 0.1659 -1.0509 -1.8133 -0.759
C -0.0849 -0.9621 -0.2550 -0.549
N 0.9395 -0.0276 0.2905 -0.252
C 0.9712 0.1038 1.8258 -0.646
H 1.3055 0.4679 -2.7306 0.209
H -0.3940 0.6314 -2.7917 0.199
H 0.7745 0.9518 0.0215 0.387
H -0.3973 -1.7962 -2.3699 0.415
H 1.1627 -1.6242 -1.7528 0.368
H -0.9996 -0.5105 0.1485 0.397
H 0.1123 -1.9216 0.2803 0.365
H 1.8030 -0.2647 -0.2154 0.354
H 1.9654 0.0764 2.2679 0.331
H 0.5475 -0.8807 2.0248 0.293
H 0.2525 0.8839 1.9989 0.294
H -2.4729 2.6025 1.8075 0.315
H -3.4975 1.4191 1.8131 0.316
O -2.5685 1.6526 1.7754 -0.620
```

Total charge: +1
HOMO: -0.50564 Eh
Kohn-Sham gap: 10.7 eV

In order of decreasing stability: *1*, *3*, *4*, *2*.